Here is one molecule with the formula C6H5BrO2 in a non-equilibrium geometry from the Open Molecules 2025 dataset. Energies are from ωB97M-V/def2-TZVPD.

Output
LUMO in eV: 0.37
Highest occupied orbital energy in eV: -9.072
ΔE to the lowest compared entry with this formula, charge and spin in kcal/mol: 34.92
HOMO-LUMO gap in eV: 9.442
SMILES string: O=C=CCC(=C=O)CBr
Strongest force on any atom in eV/A: 5.651

CARTESIAN COORDINATES (ANGSTROEM)
1 C 0.146 -0.993 1.140
2 C -0.555 -0.088 0.516
3 C 2.177 -0.733 -0.788
4 C -1.371 0.955 1.129
5 C -0.083 0.136 -0.876
6 C 1.014 -0.717 -1.316
7 O 0.743 -1.897 1.630
8 O 3.295 -0.650 -0.369
9 Br -3.226 0.803 0.584
10 H -1.177 2.006 0.711
11 H -1.312 1.137 2.287
12 H -0.848 0.172 -1.648
13 H 0.326 1.182 -0.843
14 H 0.870 -1.314 -2.157